Version one
{
  "formula": "H24NO10",
  "method": "ωB97M-V with the def2-TZVPD basis set",
  "elements": ["N", "H", "H", "H", "H", "O", "H", "H", "O", "H", "H", "O", "H", "H", "O", "H", "H", "O", "H", "H", "O", "H", "H", "O", "H", "H", "O", "H", "H", "O", "H", "H", "O", "H", "H"],
  "xyz": [[-20.539, 2.417, 3.985], [-20.263, 2.937, 3.165], [-20.929, 1.493, 3.867], [-21.066, 2.967, 4.648], [-19.607, 2.272, 4.348], [-17.960, 2.198, 4.172], [-17.355, 2.455, 3.476], [-17.398, 1.829, 4.853], [-18.669, 5.271, 4.084], [-18.812, 5.961, 4.733], [-17.982, 4.723, 4.463], [-23.693, 0.160, 5.279], [-22.786, -0.133, 5.185], [-23.994, -0.247, 6.092], [-21.044, -0.240, 5.075], [-20.283, -0.258, 5.655], [-20.924, -0.994, 4.498], [-21.847, 1.056, 1.574], [-22.573, 0.693, 1.067], [-21.523, 1.784, 1.043], [-19.664, 3.653, 1.819], [-19.299, 3.928, 0.978], [-19.287, 4.261, 2.454], [-22.755, 2.617, 5.867], [-23.471, 1.982, 5.857], [-22.273, 2.423, 6.672], [-19.239, -0.477, 1.220], [-19.797, 0.198, 1.606], [-18.425, -0.430, 1.721], [-20.840, 3.174, 7.758], [-21.186, 3.937, 7.295], [-21.099, 3.308, 8.669], [-22.320, 4.604, 3.920], [-22.759, 4.344, 4.730], [-21.865, 5.416, 4.143]],
  "nbo_charge": [-0.895, 0.448, 0.456, 0.455, 0.430, -0.965, 0.503, 0.499, -0.968, 0.494, 0.483, -0.963, 0.488, 0.472, -0.963, 0.493, 0.500, -0.969, 0.494, 0.481, -0.979, 0.507, 0.501, -1.017, 0.514, 0.487, -0.933, 0.472, 0.458, -0.952, 0.476, 0.491, -0.954, 0.493, 0.465],
  "homo_lumo_gap_ev": 10.719,
  "mol_weight_g_mol": 198.19,
  "spin_multiplicity": 1,
  "total_charge": 1
}

***

Version two
{
  "formula": "H24NO10",
  "method": "ωB97M-V with the def2-TZVPD basis set",
  "elements": ["N", "H", "H", "H", "H", "O", "H", "H", "O", "H", "H", "O", "H", "H", "O", "H", "H", "O", "H", "H", "O", "H", "H", "O", "H", "H", "O", "H", "H", "O", "H", "H", "O", "H", "H"],
  "xyz": [[-0.655, -0.179, 0.043], [-0.931, -0.729, 0.802], [0.405, -0.027, -0.028], [-1.054, 0.698, 0.288], [-1.256, -0.618, -0.713], [3.512, -0.260, 0.813], [3.607, 0.647, 0.449], [3.107, -0.776, 0.138], [-3.349, -0.201, 1.700], [-3.204, -0.822, 2.239], [-3.407, 0.548, 2.309], [0.757, -0.198, -2.827], [0.171, -0.236, -3.470], [1.100, 0.778, -2.733], [-1.382, 2.852, -1.542], [-2.107, 3.713, -1.809], [-0.763, 2.794, -2.265], [-3.086, -1.896, -1.765], [-3.689, -1.322, -1.254], [-3.380, -1.835, -2.734], [1.482, 2.150, 0.814], [2.283, 1.904, 0.596], [1.030, 1.599, 1.420], [2.335, -1.634, -1.665], [1.507, -1.068, -2.114], [3.141, -1.208, -1.676], [-0.419, 1.663, 2.674], [-0.231, 2.494, 2.892], [-0.305, 1.170, 3.612], [0.297, -2.596, -0.287], [1.107, -2.529, -0.752], [-0.485, -2.979, -0.819], [1.117, -0.470, 2.314], [1.161, -1.306, 2.267], [1.584, -0.119, 3.082]],
  "nbo_charge": [-0.870, 0.445, 0.479, 0.443, 0.467, -0.928, 0.448, 0.473, -0.926, 0.449, 0.481, -0.902, 0.496, 0.514, -0.965, 0.503, 0.464, -0.977, 0.489, 0.495, -0.955, 0.449, 0.496, -1.045, 0.496, 0.472, -0.944, 0.472, 0.487, -1.015, 0.510, 0.492, -0.948, 0.466, 0.489],
  "homo_lumo_gap_ev": 10.829,
  "mol_weight_g_mol": 198.19,
  "spin_multiplicity": 1,
  "total_charge": 1
}

***

Most stable: version one (next structure +4.647 eV)

***

Version one
{
  "formula": "C5H8O",
  "method": "ωB97M-V with the def2-TZVPD basis set",
  "elements": ["O", "C", "C", "C", "C", "C", "H", "H", "H", "H", "H", "H", "H", "H"],
  "xyz": [[1.772, -0.930, -0.156], [1.114, 0.273, 0.145], [0.225, 0.805, -1.014], [-0.999, 0.509, -0.166], [-0.972, -0.898, 0.406], [-0.179, 0.178, 1.065], [1.066, -1.589, -0.280], [1.860, 0.966, 0.542], [0.296, 0.269, -1.967], [0.377, 1.873, -1.203], [-1.920, 1.078, -0.233], [-0.390, -1.707, -0.053], [-1.873, -1.336, 0.818], [-0.312, 0.517, 2.099]],
  "nbo_charge": [-0.699, 0.113, -0.429, -0.212, -0.416, -0.263, 0.456, 0.192, 0.204, 0.213, 0.219, 0.162, 0.234, 0.227],
  "homo_lumo_gap_ev": 11.087,
  "mol_weight_g_mol": 84.12,
  "spin_multiplicity": 1
}

***

Version two
{
  "formula": "C5H8O",
  "method": "ωB97M-V with the def2-TZVPD basis set",
  "elements": ["O", "C", "C", "C", "C", "C", "H", "H", "H", "H", "H", "H", "H", "H"],
  "xyz": [[-2.304, 1.380, -0.376], [-1.195, 0.644, -0.498], [0.074, 1.092, 0.031], [1.262, 0.249, 0.190], [1.251, -1.142, 0.269], [0.221, -2.041, 0.102], [-2.106, 2.223, 0.069], [-1.359, -0.261, -1.053], [-0.339, 1.360, 1.036], [0.362, 2.021, -0.490], [2.208, 0.775, 0.276], [2.208, -1.587, 0.543], [-0.768, -1.798, -0.251], [0.373, -3.082, 0.371]],
  "nbo_charge": [-0.661, 0.124, -0.559, -0.140, -0.275, -0.364, 0.472, 0.163, 0.235, 0.223, 0.201, 0.206, 0.185, 0.190],
  "homo_lumo_gap_ev": [6.384, 8.365],
  "mol_weight_g_mol": 84.12,
  "spin_multiplicity": 1
}

***

Version three
{
  "formula": "C5H8O",
  "method": "ωB97M-V with the def2-TZVPD basis set",
  "elements": ["C", "C", "O", "C", "C", "C", "H", "H", "H", "H", "H", "H", "H", "H"],
  "xyz": [[-1.699, -0.652, 0.094], [-0.785, 0.479, -0.286], [-0.181, 1.185, 0.844], [1.121, 1.010, 0.277], [1.524, -0.422, 0.320], [0.560, 0.286, -0.844], [-2.530, -0.269, 0.696], [-1.174, -1.413, 0.678], [-2.115, -1.123, -0.804], [-1.300, 1.207, -0.925], [1.812, 1.838, 0.307], [2.567, -0.625, 0.046], [1.125, -1.048, 1.114], [1.094, -0.460, -1.509]],
  "nbo_charge": [-0.631, 0.088, -0.508, 0.080, -0.450, -0.320, 0.223, 0.213, 0.217, 0.182, 0.193, 0.216, 0.218, 0.278],
  "homo_lumo_gap_ev": 10.003,
  "mol_weight_g_mol": 84.12,
  "spin_multiplicity": 1
}

***

Most stable: version one (next structure +1.335 eV)